<A>
ORCA calculation (ωB97M-V with the def2-TZVPD basis set) on C17H15F5MoNO5S3Te as an isolated structure.

Summary:
- Spin multiplicity: 1
- Charge: -1
- HOMO level: -0.155 hartree

Each line ends with the Löwdin charge.
Cartesian coordinates (Å):
Mo 0.78 -1.03 -0.19  0.703
F -2.55 -5.79 3.94  0.106
C -2.08 -5.16 2.85  -0.150
C -1.25 -4.07 2.98  -0.145
F -0.91 -3.64 4.20  0.112
C -0.77 -3.43 1.85  -0.241
F 0.03 -2.37 2.00  0.020
C -1.10 -3.84 0.56  -0.531
S -0.51 -3.04 -0.85  0.598
C -1.94 -4.96 0.47  -0.244
F -2.29 -5.41 -0.74  0.081
C -2.43 -5.60 1.58  -0.150
F -3.24 -6.66 1.46  0.109
C 2.29 1.82 -0.08  -0.068
C 1.93 1.35 1.34  -0.682
C 3.24 0.96 2.06  -0.066
C 1.24 2.49 2.09  -0.068
C 1.05 0.12 1.34  -0.249
H 2.91 2.72 -0.03  0.088
H 1.39 2.05 -0.65  0.055
H 2.87 1.07 -0.62  0.048
H 3.91 1.82 2.12  0.081
H 3.73 0.15 1.52  0.067
H 3.02 0.61 3.08  0.080
H 1.85 3.40 2.04  0.080
H 1.09 2.23 3.14  0.080
H 0.26 2.70 1.65  0.068
H 0.65 -0.07 2.34  0.063
O -2.20 1.13 0.50  -0.388
N -2.32 0.20 1.40  -0.152
O -2.07 -0.88 0.92  -0.264
Te -1.50 0.17 -1.19  1.574
C -1.57 2.07 -2.15  -0.473
C -2.22 2.09 -3.38  -0.160
C -2.34 3.27 -4.10  -0.093
C -1.80 4.44 -3.60  -0.093
C -1.14 4.43 -2.38  -0.084
C -1.02 3.25 -1.65  -0.122
H -2.65 1.17 -3.76  0.083
H -2.86 3.27 -5.05  0.101
H -1.91 5.37 -4.15  0.099
H -0.70 5.34 -1.99  0.103
H -0.51 3.26 -0.70  0.085
O 2.79 -2.29 -3.29  -0.372
S 2.79 -1.37 -2.19  0.094
O 1.39 -0.71 -2.06  -0.667
O 3.79 -0.32 -2.24  -0.398
S 2.87 -2.31 -0.38  0.283

<B>
ORCA calculation (ωB97M-V with the def2-TZVPD basis set) on C17H15F5MoNO5S3Te as an isolated structure.

Summary:
- Spin multiplicity: 1
- Charge: -1
- HOMO level: -0.188 hartree

Each line ends with the Löwdin charge.
Cartesian coordinates (Å):
Mo -0.17 -0.40 -1.69  0.989
F -1.16 -6.86 1.72  0.114
C -1.31 -5.79 0.93  -0.144
C -0.72 -4.59 1.27  -0.143
F 0.00 -4.49 2.39  0.117
C -0.89 -3.48 0.45  -0.266
F -0.29 -2.36 0.85  0.016
C -1.64 -3.53 -0.72  -0.531
S -1.95 -2.18 -1.80  0.476
C -2.21 -4.76 -1.03  -0.244
F -2.95 -4.89 -2.13  0.082
C -2.06 -5.87 -0.22  -0.146
F -2.65 -7.03 -0.55  0.114
C 2.58 2.06 -1.37  -0.057
C 1.95 1.42 -0.13  -0.607
C 3.06 0.85 0.77  -0.053
C 1.22 2.54 0.64  -0.046
C 0.98 0.31 -0.44  -0.242
H 3.21 2.88 -1.04  0.087
H 1.82 2.45 -2.04  0.073
H 3.19 1.35 -1.92  0.054
H 3.76 1.64 1.03  0.085
H 3.60 0.05 0.26  0.074
H 2.64 0.45 1.70  0.085
H 1.96 3.31 0.88  0.089
H 0.78 2.18 1.57  0.071
H 0.44 2.98 0.02  0.079
H 0.92 -0.52 0.30  0.073
O -1.21 0.18 -3.51  -0.263
N -1.10 1.42 -3.42  -0.150
O -0.56 1.73 -2.35  -0.247
Te -2.37 0.26 -0.13  0.973
C -2.01 1.94 1.14  -0.637
C -1.59 1.68 2.44  -0.194
C -1.41 2.71 3.35  -0.108
C -1.66 4.02 2.97  -0.105
C -2.10 4.29 1.68  -0.100
C -2.28 3.26 0.78  -0.161
H -1.38 0.66 2.74  0.085
H -1.07 2.49 4.36  0.097
H -1.51 4.83 3.68  0.094
H -2.30 5.31 1.38  0.097
H -2.62 3.48 -0.23  0.094
O 2.80 -1.64 -4.27  -0.343
S 2.39 -1.14 -2.99  0.173
O 1.36 -0.01 -3.15  -0.542
O 3.44 -0.78 -2.07  -0.371
S 1.04 -2.43 -2.11  0.409

The most stable of them is <B>.

<A>
ORCA calculation (ωB97M-V with the def2-TZVPD basis set) on an isolated ion of composition C3H4ClO4 and charge -1.

Summary:
- Spin multiplicity: 1
- SMILES: [O-]/C(Cl)=C(/O)OCO
- Charge: -1
- HOMO level: -0.089 hartree

Each line ends with the Löwdin charge.
Cartesian coordinates (Å):
O 3.38 1.76 0.61  -0.122
C 2.99 0.68 0.18  -0.791
Cl 4.26 -0.61 -0.19  0.525
C 1.74 0.00 0.20  -0.329
O 1.64 -1.32 -0.45  -0.085
O 0.50 0.71 0.08  -0.110
C -0.81 0.10 0.36  -0.264
O -1.44 1.23 0.80  -0.028
H 2.48 -1.48 -0.71  -0.117
H -1.14 -0.29 -0.57  0.116
H -0.63 -0.60 1.16  0.116
H -0.69 1.72 1.12  0.089

<B>
ORCA calculation (ωB97M-V with the def2-TZVPD basis set) on a 2-piece molecular cluster, C3H4ClO4 overall.

Summary:
- Spin multiplicity: 1
- Charge: -1
- HOMO level: -0.083 hartree

Each line ends with the Löwdin charge.
Cartesian coordinates (Å):
C -1.18 0.25 -0.25  -0.661
C -0.86 -0.95 0.26  -0.234
C 2.06 0.68 0.42  -0.611
O -1.32 0.45 -1.47  -0.092
O -1.41 1.40 0.57  -0.022
O -0.70 -2.15 -0.50  -0.118
O 1.86 1.81 0.22  0.054
Cl 3.42 -0.39 -0.31  0.402
H -1.16 -1.19 1.32  0.095
H 1.70 -0.15 1.09  0.066
H -0.75 -1.93 -1.45  0.069
H -1.67 2.17 0.09  0.052

The most stable of them is <B>.

<A>
ORCA calculation (ωB97M-V with the def2-TZVPD basis set) on a 2-piece molecular cluster, C5H10N overall.

Summary:
- Spin multiplicity: 1
- Charge: +1
- HOMO level: -0.525 hartree

Each line ends with the Löwdin charge.
Cartesian coordinates (Å):
C -3.09 -0.65 0.19  0.182
C -2.07 -1.47 0.14  0.126
C 3.04 -0.78 0.03  -0.061
C -0.29 1.78 0.04  -0.121
C -0.94 0.66 0.63  0.059
N -1.77 -0.09 -0.33  -0.073
H -3.89 -0.14 0.50  0.095
H -1.63 -2.43 0.04  0.137
H 2.60 0.03 -0.54  -0.005
H 2.31 -1.56 0.32  0.017
H 3.68 -0.41 0.85  0.028
H 0.84 1.64 0.32  0.133
H -0.70 2.66 0.69  0.151
H -0.26 2.00 -1.07  0.104
H 3.91 -1.28 -0.44  0.029
H -1.76 0.03 -1.38  0.199

<B>
ORCA calculation (ωB97M-V with the def2-TZVPD basis set) on an isolated ion of composition C5H10N and charge +1.

Summary:
- Spin multiplicity: 1
- SMILES: C[C@H]1[N@@H+]2C[C@]12C
- Charge: +1
- HOMO level: -0.610 hartree

Each line ends with the Löwdin charge.
Cartesian coordinates (Å):
C -1.86 -0.05 -0.28  0.019
C -0.65 -0.75 0.29  -0.139
N 0.45 -0.83 -0.71  0.104
C 1.45 -0.97 0.35  0.025
C 0.55 0.15 0.35  -0.279
C 0.72 1.64 0.28  0.058
H -1.77 1.01 -0.16  0.084
H -2.74 -0.48 0.21  0.111
H -1.95 -0.48 -1.19  0.059
H -0.67 -1.73 0.80  0.167
H 0.22 -0.89 -1.71  0.230
H 2.47 -0.88 -0.06  0.153
H 1.41 -1.72 1.13  0.139
H 1.14 1.75 -0.66  0.084
H 1.42 2.07 1.02  0.123
H -0.19 2.14 0.36  0.063

<C>
ORCA calculation (ωB97M-V with the def2-TZVPD basis set) on an isolated ion of composition C5H10N and charge +1.

Summary:
- Spin multiplicity: 1
- Charge: +1
- HOMO level (alpha / beta): -0.443 / -0.488 hartree

Each line ends with the Löwdin charge.
Cartesian coordinates (Å):
C 1.12 -0.14 -1.82  0.001
C 2.13 0.63 -2.01  -0.004
C 0.41 -0.88 -0.65  -0.150
C -0.46 -0.34 0.51  -0.165
C -0.68 1.14 0.51  -0.061
N -1.63 -1.11 1.10  0.230
H 2.44 0.98 -3.00  0.084
H 2.70 1.06 -1.26  0.053
H 0.15 -1.86 -0.99  0.110
H 1.33 -1.17 -0.29  0.092
H -0.13 1.72 -0.23  0.084
H -0.46 1.83 1.35  0.101
H -1.78 1.34 0.31  0.112
H -2.41 -1.20 0.37  0.215
H -2.00 -0.44 1.73  0.140
H -1.37 -2.03 1.38  0.158

The most stable of them is <B>.